#w
153
Properties=species:S:1:pos:R:3:lowdin_charge:R:1 method="wB97M-V/def2-TZVPD" smiles=COC[C@H](C)N.COC[C@H](C)N.COC[C@H](C)N.COC[C@H](C)N.COC[C@H](C)N.COC[C@H](C)N.COC[C@H](C)N.COC[C@H](C)N.COC[C@H](C)N orbital_gap_ev=9.2 molar_mass_g_mol=802.24 charge=0
O 0.5239 -1.9466 0.1876 -0.202
O -2.4515 -1.6058 -3.0202 -0.236
O 4.2548 6.8427 2.7093 -0.173
O -3.9518 3.3266 1.9628 -0.186
O -6.7566 2.7071 -1.3351 -0.178
O 2.3833 3.8841 -3.9202 -0.240
O 2.8493 -7.9630 -0.0797 -0.175
O 1.4583 -2.9547 5.4667 -0.200
O 5.3573 0.1648 -3.5888 -0.187
N -0.7544 0.6702 -0.1844 0.059
N -3.6925 0.7571 -1.6812 0.046
N 2.0840 -11.3408 -1.1136 0.030
N -0.0327 -4.9923 6.6282 0.042
N -6.7664 2.0053 3.9121 0.037
N -2.1590 -3.3716 -6.3052 0.036
N -0.7394 3.2661 -2.0580 0.048
N 5.0878 2.9841 -3.0562 0.052
N 2.0082 7.0120 4.8848 0.031
C 2.1595 4.8856 -4.8880 -0.099
C -6.0006 0.1493 -2.5336 -0.048
C 1.1891 3.1947 -3.6141 -0.217
C 0.8783 -3.1632 0.8117 -0.113
C 1.0771 1.6008 1.1713 -0.069
C -1.5972 -2.2661 -2.1103 -0.109
C 2.5911 -9.9817 -1.2313 -0.459
C 0.7092 -0.8223 1.0676 -0.206
C -5.0410 3.5224 4.6586 -0.063
C -5.6113 2.0060 -0.8614 -0.218
C -1.7122 -2.5631 -5.1413 -0.458
C 1.5280 -1.6720 4.8468 -0.087
C 0.3778 4.0376 -2.6920 -0.432
C -5.0546 1.2329 -2.0269 -0.422
C 2.2969 -9.3304 -2.5818 -0.067
C 2.4036 -7.0744 0.8927 -0.131
C -7.4864 3.2531 -0.2932 -0.129
C 0.2239 -6.3366 4.5990 -0.075
C -5.7529 2.9632 3.4503 -0.466
C -4.7860 2.3172 2.5112 -0.230
C 1.2989 4.5523 -1.6138 -0.051
C 2.1217 -9.1489 -0.0669 -0.241
C 1.0030 -3.9627 4.6228 -0.259
C 4.9494 0.6543 -2.3399 -0.240
C 4.6894 -1.0121 -3.9436 -0.122
C 5.4404 2.5068 -0.7021 -0.055
C 0.6641 0.4565 0.2700 -0.416
C 0.8533 -5.2396 5.4290 -0.406
C 2.3747 5.8636 4.0063 -0.439
C 1.2252 4.9048 3.8795 -0.073
C -2.8400 -2.3621 -4.1953 -0.190
C 4.1734 8.2084 2.5882 -0.147
C -1.0737 -1.2420 -5.5803 -0.050
C -2.8182 2.7750 1.3633 -0.133
C 5.6168 1.9989 -2.1538 -0.446
C 3.0216 6.1668 2.6348 -0.204
H 2.8437 7.5603 5.0837 0.061
H -6.8609 3.7858 0.4342 0.084
H -3.6879 -1.8504 -4.6525 0.126
H -6.2942 -0.5528 -1.7502 0.082
H 0.5289 -1.4153 4.4565 0.087
H 6.6756 1.8558 -2.3716 0.142
H 1.4150 7.6682 4.3558 0.074
H -0.6553 -6.0136 4.0352 0.081
H 5.0991 8.6661 2.9343 0.091
H 0.3854 1.7012 2.0111 0.076
H -0.9375 -3.1355 -4.5998 0.132
H -3.2116 -3.3540 -3.8551 0.130
H 2.7273 -8.3259 -2.6450 0.075
H 2.7236 -9.9240 -3.3926 0.073
H 0.9664 2.5637 0.6652 0.056
H 1.5058 2.2503 -3.1462 0.127
H -0.8087 1.5436 -0.7554 0.037
H 0.8752 4.5943 4.8529 0.077
H 0.4351 -4.0296 0.3046 0.083
H -5.9139 1.3225 -0.0445 0.118
H -0.0815 -7.1385 5.2731 0.081
H 1.7287 4.5097 -5.8260 0.094
H -1.1336 3.9424 -1.3912 0.070
H 3.8514 0.6810 -2.2283 0.122
H -2.2840 3.5491 0.8031 0.081
H 6.0528 3.3941 -0.5582 0.073
H 1.0685 -11.2989 -0.9607 0.077
H -4.8752 1.9528 -2.8386 0.141
H 1.2191 -9.2217 -2.7635 0.080
H 0.0553 -3.6854 4.1188 0.121
H -8.0895 2.4784 0.2167 0.094
H -5.7568 3.9227 5.3765 0.078
H 0.7663 5.0520 -0.8046 0.081
H 1.8706 3.7207 -1.1973 0.071
H -0.5439 -2.1978 -2.3752 0.088
H -1.6680 -1.6827 -1.1919 0.062
H -4.4733 2.7374 5.1749 0.084
H -1.7846 -0.5582 -6.0513 0.083
H 4.0701 8.5164 1.5338 0.093
H 3.1197 5.3626 -5.0953 0.096
H -3.7159 0.1874 -0.8281 0.075
H 5.1443 -1.4133 -4.8613 0.090
H 4.8609 -1.8043 -3.1919 0.092
H -1.3742 -3.5315 -6.9268 0.067
H -4.9057 2.7624 -0.4905 0.122
H 2.1517 -11.7970 -2.0214 0.069
H 4.0674 2.9668 -3.1213 0.051
H -0.6182 -0.7090 -4.7402 0.071
H 1.6709 -0.8634 1.6159 0.120
H 5.2859 -0.0579 -1.5523 0.129
H 1.5067 5.6954 -4.5147 0.088
H -8.2120 3.9548 -0.7095 0.090
H 3.6398 -0.8151 -4.1574 0.083
H -2.1526 2.3411 2.1143 0.083
H -5.4785 -0.4146 -3.3143 0.063
H 5.4484 2.7209 -3.9722 0.078
H 2.9926 -6.1542 0.8816 0.086
H 1.7777 -0.9767 5.6420 0.088
H 2.1266 1.5204 1.4664 0.081
H 0.4209 -3.2515 1.8121 0.070
H -1.0035 -5.1836 6.4034 0.059
H -6.2726 1.2470 4.3953 0.075
H 4.3920 2.7430 -0.5115 0.061
H 0.9297 -6.7705 3.8855 0.063
H 0.0269 -4.0211 6.9233 0.059
H -1.9224 -3.2927 -1.9125 0.100
H -0.0965 -0.8394 1.8201 0.131
H 1.9689 -3.2842 0.8324 0.092
H -3.0649 2.0279 0.5932 0.052
H 3.2033 5.1957 2.1676 0.120
H 0.6726 2.8658 -4.5296 0.131
H 0.4166 5.3448 3.2848 0.083
H -0.2524 -1.4290 -6.2857 0.076
H 5.7881 1.7553 0.0147 0.072
H -6.8783 0.5605 -3.0365 0.077
H 2.0204 5.2495 -2.0421 0.087
H -1.5248 3.1573 -2.7107 0.084
H 2.4651 -7.4428 1.9285 0.084
H 1.0356 -8.9509 -0.1194 0.133
H 1.8310 -5.5695 5.7941 0.137
H -6.2490 3.7671 2.8995 0.137
H 1.7509 -4.0447 3.8011 0.128
H -5.3585 1.8968 1.6673 0.091
H -4.3552 4.3277 4.3908 0.080
H -0.9472 -0.0094 -0.9265 0.030
H 3.1845 5.3786 4.5821 0.142
H 2.3292 -9.7089 0.8612 0.135
H 3.6856 -10.0373 -1.1792 0.141
H -3.3338 0.0993 -2.3937 0.051
H 1.2753 0.3899 -0.6436 0.135
H 3.3375 8.6140 3.1501 0.069
H -2.4778 -4.2798 -5.9762 0.068
H -4.2257 1.5491 3.0662 0.136
H 1.3679 -6.7523 0.6724 0.089
H -0.0336 4.9036 -3.2329 0.133
H 2.2745 -1.6323 4.0436 0.084
H 2.3180 6.7499 2.0086 0.131
H 1.5843 4.0527 3.2893 0.066
H -7.2163 1.5465 3.1171 0.066

---

#x
153
Properties=species:S:1:pos:R:3:lowdin_charge:R:1 method="wB97M-V/def2-TZVPD" smiles=COC[C@H](C)N.COC[C@H](C)N.COC[C@H](C)N.COC[C@H](C)N.COC[C@H](C)N.COC[C@H](C)N.COC[C@H](C)N.COC[C@H](C)N.COC[C@H](C)N orbital_gap_ev=8.7 molar_mass_g_mol=802.24 charge=0
O 0.3276 -2.7847 0.8913 -0.172
O -0.8470 3.8103 2.2998 -0.169
O -4.9582 -2.9824 -1.4361 -0.223
O -1.4978 0.5804 -2.4356 -0.232
O 3.2274 1.4084 -3.7200 -0.168
O -2.8553 -0.8083 7.1166 -0.184
O 4.3137 3.0942 2.9545 -0.184
O -1.2078 -5.1520 -2.7768 -0.189
O 4.8944 -3.7039 -1.2520 -0.192
N -3.5952 3.5929 -3.5758 0.026
N -3.5771 -4.9369 -0.0056 0.047
N 6.8743 2.4945 0.3441 0.036
N -0.0217 0.7907 -0.1408 0.075
N 2.2664 2.8688 -1.4424 0.067
N -4.9312 -1.8763 4.2704 0.025
N -4.5960 -2.1435 1.4316 0.057
N 6.4402 -0.3916 -0.9781 0.017
N 2.1287 5.1371 0.5486 0.037
C -0.1942 5.8655 0.2900 -0.051
C 1.6064 0.0314 1.3881 -0.052
C -1.6036 2.6288 2.3097 -0.121
C -0.2851 -1.5205 0.6994 -0.202
C -2.7008 2.7677 -2.7133 -0.412
C 0.3386 3.7441 1.4813 -0.175
C -4.8283 -1.6250 -0.9845 -0.196
C -1.5135 -0.7620 -2.9261 -0.090
C 0.8593 5.1755 1.1874 -0.423
C -1.4433 -6.0729 0.1965 -0.071
C 1.6983 3.9855 -3.5302 -0.065
C -2.3545 1.3657 -3.3049 -0.155
C 4.7345 -1.2484 0.2737 -0.074
C 5.6651 -2.6208 -1.7361 -0.172
C 1.5263 2.7306 -2.7212 -0.404
C -6.2326 -3.1064 -2.0810 -0.074
C -5.2061 0.0721 0.7871 -0.052
C -2.2061 -5.0167 -0.5520 -0.385
C -3.4218 2.6534 -1.4019 -0.068
C -1.3165 -5.0761 -4.1876 -0.103
C -5.3475 -1.4227 0.4355 -0.418
C 1.0280 -3.2259 -0.3437 -0.050
C -3.2648 -0.0904 4.2248 -0.051
C 1.8752 1.3770 -3.4397 -0.227
C 5.5799 4.5195 0.5864 -0.062
C 0.6208 -0.3634 0.3162 -0.464
C -3.1879 0.1134 8.1437 -0.115
C 4.4566 -4.5767 -2.2570 -0.127
C -2.3908 -5.3739 -2.0458 -0.204
C 6.0561 3.2444 1.2504 -0.448
C 5.9752 -1.6845 -0.5089 -0.395
C 3.7102 0.0703 -4.1785 -0.060
C -4.0192 -1.1646 6.4116 -0.236
C 3.5595 2.1862 3.7847 -0.078
C 4.9177 2.4360 1.8678 -0.217
C -3.7462 -1.4161 4.9101 -0.428
H 6.5176 -3.0122 -2.2912 0.118
H -2.3163 0.3205 4.5706 0.065
H 3.7511 -4.1574 -2.9743 0.081
H 1.2079 -0.6255 -0.5640 0.115
H -5.8360 0.7770 0.2445 0.076
H 5.0871 5.0962 1.3691 0.076
H 7.3576 -0.6105 -1.3394 0.069
H -1.1369 -1.6274 0.0277 0.096
H 5.1134 -2.0980 -2.5174 0.097
H -6.1996 -3.9892 -2.7195 0.088
H 1.1520 4.0622 -4.4703 0.076
H 4.2396 1.6672 4.4601 0.084
H 5.2586 -5.0282 -2.8410 0.084
H 3.5088 -0.7587 -3.5001 0.059
H -4.7697 -0.3744 6.3971 0.111
H -5.0999 -0.7823 -1.6202 0.124
H 0.1096 3.1684 0.5845 0.092
H -3.7567 -1.4620 -0.8693 0.108
H -5.6795 -1.1994 4.2249 0.069
H -2.4803 2.7419 2.9474 0.085
H -4.4538 -2.0090 6.9466 0.124
H 3.9073 -5.3928 -1.7877 0.088
H -0.4604 -6.3032 -0.2145 0.070
H -2.9513 1.9116 -0.7566 0.049
H 5.0352 -0.6251 1.1159 0.066
H 0.4118 -3.1343 -1.2381 0.069
H -1.8189 -4.1607 -4.5002 0.080
H -7.0673 -3.1880 -1.3847 0.092
H -4.5982 -3.0851 1.0664 0.061
H 6.6327 0.2535 -0.2251 0.028
H -1.7928 3.3705 -2.6973 0.117
H 4.1811 2.1675 1.1105 0.112
H -3.2184 -4.8349 -2.5070 0.109
H 2.1019 -0.8699 1.7488 0.083
H 2.8739 2.7373 4.4285 0.092
H 6.4643 5.0478 0.2303 0.081
H 1.3161 1.2808 -4.3704 0.123
H -1.8522 -7.0830 0.2194 0.078
H 6.6981 -2.1112 0.1864 0.135
H -3.4919 1.0918 7.7717 0.084
H 2.6833 4.4893 1.0898 0.054
H 2.3484 0.7517 1.0433 0.055
H -1.1232 -5.8919 1.2226 0.083
H -0.4921 5.2253 -0.5404 0.064
H -1.8863 2.2817 1.3158 0.057
H -0.9938 1.8093 2.6901 0.070
H -1.7028 -4.0532 -0.4720 0.119
H -3.0721 -0.3692 3.1889 0.048
H 0.4508 2.6110 -2.5907 0.102
H -3.3607 3.5156 -4.5551 0.058
H -4.4239 2.2363 -1.5017 0.076
H -2.2571 0.4007 8.6328 0.083
H -4.0117 0.6811 4.4122 0.078
H 4.0218 -0.6812 -0.3250 0.077
H -3.4152 3.6290 -0.9158 0.086
H 3.4100 -0.3257 -5.1486 0.082
H -6.3137 -2.2649 -2.7690 0.087
H 0.6525 1.4622 -0.4793 0.039
H 0.2762 6.7654 -0.1064 0.066
H -0.8892 -1.4268 -2.3292 0.071
H -6.3977 -1.7013 0.5231 0.140
H -2.4888 -1.2371 -2.8199 0.078
H 6.7520 3.5717 2.0228 0.143
H -0.5234 0.6273 -1.0021 0.031
H 1.3043 4.7549 -2.8663 0.071
H -3.3271 0.9345 -3.5418 0.128
H 0.9410 5.7420 2.1151 0.137
H -2.7101 -6.4137 -2.1148 0.126
H 1.6211 0.5511 -2.7752 0.106
H 2.5897 6.0354 0.5267 0.090
H 3.2616 2.7754 -1.5867 0.064
H 1.1993 -4.2981 -0.2484 0.082
H 1.9781 -2.6984 -0.4281 0.068
H -4.1682 0.3451 0.5966 0.064
H -3.8868 -0.3777 8.8209 0.090
H 2.7441 4.1707 -3.7754 0.082
H -3.5141 4.5918 -3.4502 0.069
H 6.5339 2.6304 -0.5970 0.073
H 5.3842 1.5273 2.2483 0.115
H 1.1986 3.2506 1.9341 0.109
H -3.0350 -2.2420 4.9237 0.140
H 1.1259 0.5669 2.2068 0.068
H -0.8648 -1.3041 1.5967 0.124
H 3.0864 1.3611 3.2523 0.062
H 7.7479 2.9739 0.1798 0.080
H -4.0776 -4.4688 -0.7475 0.019
H -4.6718 -2.0369 3.3076 0.003
H -4.0093 -5.8493 0.0231 0.076
H -5.3768 0.3606 1.8242 0.071
H -1.7505 -5.9560 -4.6624 0.086
H 4.8876 4.2754 -0.2194 0.070
H -1.1171 6.2261 0.7441 0.074
H -1.7663 1.5926 -4.1941 0.121
H -1.1318 -0.8520 -3.9432 0.095
H -0.2911 -4.9924 -4.5475 0.084
H 4.2620 -2.1160 0.7342 0.073
H -3.6638 -1.7808 1.2919 0.072
H 2.1806 3.8142 -1.0973 0.019
H 4.7970 0.0306 -4.1041 0.077

---

Name the most stable of them. #w.

---

#w
71
Properties=species:S:1:pos:R:3:lowdin_charge:R:1 method="wB97M-V/def2-TZVPD" orbital_gap_ev=1.2 molar_mass_g_mol=969.63 charge=0
Cs -1.4719 -3.4281 3.2643 1.013
Br 4.7336 -1.6696 -4.1565 0.373
Cl 0.9848 -6.9048 -0.5698 -0.572
Cl 0.0901 -2.3103 1.7082 0.148
Cl -0.1221 -4.4719 -0.2530 0.426
S -3.3717 -0.2076 -0.3561 0.989
S -2.4116 0.3500 2.3854 0.688
P -3.1232 -9.5138 3.2549 0.303
Al -5.0823 4.4726 -2.0789 0.808
F -4.0173 -10.1029 2.0161 -0.206
F -2.1763 -10.8306 3.0461 -0.202
F -3.0979 -7.9363 3.7284 -0.245
F -1.4045 0.5813 -0.9989 -0.553
F -4.6429 -9.5385 3.8738 -0.217
F -2.2037 -8.8050 2.1062 -0.201
F -2.6216 -9.8424 4.7820 -0.217
O -5.6431 0.8426 -2.6110 -0.057
O 1.0421 0.6980 -1.5182 -0.170
O -6.7937 -1.0455 -2.2976 0.110
O -7.1189 0.0090 -4.0648 0.125
N 1.0073 3.3897 0.4316 0.006
N -3.8817 2.1722 0.7291 -0.113
N -5.0064 3.8800 -0.1007 -0.150
N 0.6768 5.6969 -0.0179 0.131
N -0.3604 4.7039 1.9333 0.141
C -3.2618 0.8628 0.8798 -0.983
C 0.4703 4.5284 0.7983 -0.303
C -0.8352 1.3118 2.6635 -0.439
C 1.2793 2.3552 1.4522 -0.088
C 1.3544 3.2566 -1.0096 -0.035
C 6.1235 0.4663 -1.9419 -0.131
C 1.9985 1.7513 -1.2653 -0.223
C 7.6649 -0.9063 -3.2065 -0.128
C 7.2536 0.3441 -2.7560 -0.095
C 5.4005 -0.6557 -1.5814 -0.199
C -4.4794 4.3026 1.1135 -0.088
C -6.4764 -0.0204 -2.9737 -0.937
C 6.9458 -2.0412 -2.8600 -0.235
C -3.7455 3.1939 1.6718 -0.058
C -4.6326 2.5696 -0.3401 -0.176
C -0.4538 -2.7639 0.0711 -0.963
C 1.8034 1.2118 -2.7725 0.051
C 0.1506 1.1978 1.4290 -0.188
C 5.7949 -1.9236 -2.0468 -0.339
Li -3.1390 -0.7014 4.4175 0.723
H 5.8146 1.4441 -1.5897 0.090
H -0.3427 0.9237 3.5996 0.091
H 0.6268 0.1880 1.3930 0.068
H 0.1115 5.6224 -0.8666 0.112
H 7.2643 -3.0143 -3.2094 0.112
H -1.1598 2.3523 2.8989 0.033
H 4.5307 -0.5613 -0.9419 0.092
H 0.0755 -2.1508 -0.6542 0.037
H -1.2592 4.2348 1.8425 0.067
H 0.1073 4.5068 2.8136 0.103
H 0.8211 1.4345 -3.2503 0.127
H 0.4654 3.2810 -1.6803 0.147
H -4.8982 1.9750 -1.2496 0.066
H 1.6658 5.8064 -0.2369 0.103
H 5.2320 -2.8048 -1.7679 0.102
H 2.9831 1.4965 -0.7391 0.138
H -1.5280 -2.5873 -0.0073 0.002
H 2.1612 3.9587 -1.3405 0.137
H -0.4396 1.3886 0.4846 0.081
H 1.2346 2.7550 2.5002 0.120
H -3.1910 3.2021 2.6241 0.103
H -4.5646 5.2928 1.5922 0.120
H 2.4537 0.3850 -3.1260 0.077
H 8.5461 -0.9946 -3.8287 0.108
H 2.3127 1.9353 1.3578 0.138
H 7.8149 1.2280 -3.0342 0.101

---

#x
71
Properties=species:S:1:pos:R:3:lowdin_charge:R:1 method="wB97M-V/def2-TZVPD" orbital_gap_ev=1.2 molar_mass_g_mol=969.63 charge=0
Cs -1.2442 -3.4107 3.0483 1.012
Br 4.6717 -1.7998 -3.9566 0.159
Cl 1.0609 -6.7592 -1.0119 -0.503
Cl 0.2228 -2.2201 1.4274 0.150
Cl -0.0762 -4.3624 -0.5609 0.438
S -2.2992 0.3602 2.2948 0.722
S -3.3985 -0.0974 -0.3553 1.011
P -2.8595 -9.5033 3.1093 0.359
Al -5.2932 4.6733 -1.5955 0.826
F -2.0194 -10.8912 2.8307 -0.205
F -2.7886 -7.8943 3.5693 -0.264
F -2.2316 -9.7723 4.6195 -0.226
F -1.9698 -8.8683 1.8827 -0.206
F -4.3195 -9.4732 3.8968 -0.228
F -3.8654 -10.0408 1.9144 -0.214
F -1.7205 0.6649 -1.1865 -0.539
O 0.9997 0.5925 -1.5236 -0.085
O -7.3757 0.5429 -3.6588 0.139
O -5.7865 1.2343 -2.2639 -0.054
O -6.8945 -0.6736 -2.0126 0.125
N 0.5431 5.5489 -0.5060 0.151
N 0.9236 3.3282 0.1247 0.040
N -0.3737 4.7465 1.5230 0.155
N -5.0141 3.9218 0.3163 -0.120
N -3.8346 2.1848 0.9212 -0.087
C 1.7071 1.0245 -2.7736 0.051
C 6.9438 -2.0985 -2.3279 -0.198
C 7.6867 -0.9666 -2.6137 -0.116
C 7.2382 0.2824 -2.2084 -0.096
C 1.2183 2.3511 1.1748 -0.084
C 0.3976 4.4849 0.3899 -0.343
C -0.4242 -2.6653 -0.2038 -0.925
C 5.7232 -1.9832 -1.6277 -0.295
C -0.7518 1.3387 2.4713 -0.439
C 1.8838 1.6287 -1.4215 -0.345
C -3.2191 0.8735 0.9043 -1.030
C -6.6513 0.4029 -2.6336 -0.929
C -4.6509 2.6741 -0.0168 -0.207
C 1.2771 3.0195 -1.2905 -0.034
C 5.3025 -0.7157 -1.1891 -0.184
C -3.6583 3.1447 1.8901 -0.085
C 0.1365 1.2308 1.2307 -0.210
C -4.3959 4.2293 1.4936 -0.111
C 6.0493 0.4039 -1.4919 -0.131
Li -2.8967 -0.7251 4.3341 0.723
H 0.3901 2.9978 -1.9173 0.148
H 7.8201 1.1651 -2.4403 0.099
H 0.1194 4.6447 2.3994 0.108
H -1.5024 -2.5064 -0.2082 0.006
H 7.2931 -3.0731 -2.6364 0.109
H -0.2185 0.9665 3.3487 0.085
H 0.7770 1.2071 -3.2952 0.130
H 8.6183 -1.0572 -3.1552 0.106
H -4.4647 5.1611 2.0247 0.117
H 2.0476 3.6804 -1.6775 0.140
H -0.0585 5.4427 -1.3173 0.120
H -1.2578 4.2504 1.5112 0.075
H 1.5106 5.6420 -0.7943 0.109
H 4.3888 -0.6273 -0.6135 0.090
H 0.0517 -2.0251 -0.9389 0.032
H -0.4768 1.3713 0.3365 0.083
H 0.5987 0.2551 1.2017 0.052
H -4.9853 2.1801 -0.9206 0.047
H 2.2159 1.9520 1.0417 0.131
H 1.2275 2.8042 2.1628 0.119
H 5.7160 1.3826 -1.1653 0.087
H 2.3594 0.2231 -3.0684 0.074
H -1.0675 2.3489 2.7171 0.034
H 2.8289 1.4411 -0.9214 0.135
H 5.1479 -2.8634 -1.3820 0.097
H -3.0521 3.0697 2.7708 0.097

---

Name the most stable of them. #x.